i:
21
Properties=species:S:1:pos:R:3 method="wB97M-V/def2-TZVPD" multiplicity=1 gap_ha=0.3694 homo_energy_ev=-9.350 charge=0 lumo_energy_ev=0.7 mol_weight_g_mol=180.167
C 3.6479 -0.2437 -0.3051
C 1.9349 0.9891 0.0217
C -0.2630 1.9468 0.3116
C -1.7523 -0.1400 -0.1468
C -0.6813 -1.0992 -0.7754
C -0.9651 0.7037 0.7829
C 0.4755 -0.6969 1.1264
N 3.1470 1.0324 -0.5686
N 2.8452 -0.9545 0.4703
N 1.7390 -0.2126 0.5750
N 1.0505 2.0544 0.0143
O -0.9366 2.9582 0.2815
O -0.0887 -1.6999 0.3250
H 4.5091 -0.6510 -0.6811
H -2.2020 0.3590 -1.0282
H -2.5826 -0.6594 0.4047
H -1.0581 -1.8243 -1.4260
H 0.0500 -0.4637 -1.2388
H -1.4216 1.0609 1.6283
H 0.5767 -0.9226 2.2049
H 1.3558 3.0135 -0.1191

---

ii:
21
Properties=species:S:1:pos:R:3 method="wB97M-V/def2-TZVPD" multiplicity=1 gap_ha=0.3584 homo_energy_ev=-9.282 charge=0 lumo_energy_ev=0.5 smiles="Nc1ncnc2c1C(=O)NCCO2" mol_weight_g_mol=180.167
N -0.5430 -1.8196 2.0917
C 0.1510 -0.7793 1.6089
N 0.9694 -0.2334 2.4967
C 1.6514 0.8051 2.1156
N 1.5650 1.4219 0.9595
C 0.7643 0.8233 0.0255
C 0.0346 -0.3090 0.2763
C -0.9044 -0.9689 -0.6106
O -1.4505 -2.0176 -0.3229
N -1.3749 -0.4727 -1.8137
C -1.1758 0.8377 -2.3897
C 0.2868 1.2630 -2.4206
O 0.6449 1.6436 -1.0917
H -0.8587 -2.3913 1.3660
H -0.1110 -2.2782 2.9072
H 2.3628 1.1650 2.8430
H -2.1271 -0.9797 -2.2540
H -1.6023 0.8447 -3.3937
H -1.7632 1.6800 -1.9800
H 0.9360 0.4974 -2.8859
H 0.4447 2.1501 -3.0568

---

It is ii that is the most stable of them.

---

i:
16
Properties=species:S:1:pos:R:3 method="wB97M-V/def2-TZVPD" multiplicity=1 gap_ha=0.2105 homo_energy_ev=-2.163 charge=-1 lumo_energy_ev=3.6 smiles=CNCCC[S-] mol_weight_g_mol=104.198
C 1.2409 -0.6756 -2.1541
N 0.6823 -1.8041 -1.4254
C -0.5358 -1.4800 -0.6640
C -0.3145 -0.6719 0.6090
C -0.2275 0.8508 0.4299
S -0.3830 1.8115 1.9520
H 0.4968 -0.1240 -2.7464
H 2.0374 -1.0349 -2.8019
H 1.6737 0.0448 -1.4604
H 0.4185 -2.5023 -2.1132
H -0.9323 -2.4508 -0.3561
H -1.2790 -0.9651 -1.2927
H 0.5370 -1.0373 1.1880
H -1.1780 -0.8571 1.2649
H -1.0051 1.1151 -0.3089
H 0.7256 1.0799 -0.0432

---

ii:
16
Properties=species:S:1:pos:R:3 method="wB97M-V/def2-TZVPD" multiplicity=1 gap_ha=0.2166 homo_energy_ev=-2.228 charge=-1 lumo_energy_ev=3.7 smiles=CNCCC[S-] mol_weight_g_mol=104.198
C 1.0012 1.0790 1.6258
N 1.5226 0.7988 0.2801
C 0.4175 0.5577 -0.6533
C -0.1912 -0.8544 -0.6321
C -1.7013 -0.8539 -0.8507
S -2.3576 -2.5024 -1.3192
H 0.6389 2.1015 1.7190
H 1.7652 0.9281 2.3910
H 0.2370 0.3514 1.9452
H 2.0576 -0.0420 0.4265
H 0.7790 0.7387 -1.6398
H -0.3758 1.2936 -0.4917
H 0.0106 -1.4489 0.2681
H 0.3077 -1.4678 -1.3908
H -1.8981 -0.2092 -1.7055
H -2.2132 -0.4703 0.0276

---

It is i that is the most stable of them.

---

i:
9
Properties=species:S:1:pos:R:3 method="wB97M-V/def2-TZVPD" multiplicity=1 gap_ha="0.3116 / 0.2825" homo_energy_ev="-9.537 / -8.521" charge=0 lumo_energy_ev="-1.1 / -0.8" mol_weight_g_mol=78.212
C 0.9329 -0.9039 -0.0864
Si -0.1970 0.6191 -0.0612
S -2.2740 -0.0175 -0.3912
H 0.6350 -1.6039 -0.9069
H 1.8587 -0.5015 -0.1661
H 0.7995 -1.4315 0.8917
H 1.2584 2.3387 -1.4628
H -0.5314 1.0562 1.3283
H -2.4823 0.4444 0.8545

---

ii:
9
Properties=species:S:1:pos:R:3 method="wB97M-V/def2-TZVPD" multiplicity=1 gap_ha="0.3001 / 0.2814" homo_energy_ev="-9.115 / -8.564" charge=0 lumo_energy_ev="-0.9 / -0.9" mol_weight_g_mol=78.212
C -1.0177 -0.8162 0.0322
Si 0.3598 0.2200 -0.5996
S 2.2637 0.0853 0.4874
H -1.9115 -0.6931 -0.4872
H -0.7757 -1.8446 0.0036
H -1.2160 -0.5523 1.0198
H -0.5072 2.2833 0.6430
H 0.5502 -0.1200 -2.0339
H 2.2545 1.4376 0.9347

---

It is ii that is the most stable of them.